1.
# C7H28O7

7 unconnected molecules or ions with the total composition C7H28O7 at a distorted geometry (ωB97M-V with the def2-TZVPD basis set, the OMol25 dataset).

Structure (XYZ):
```
42
Properties=species:S:1:pos:R:3:forces:R:3
C -14.87604 -24.10126 -20.99113 0.2 -0.3 0.0
H -10.06818 -25.49404 -21.53330 -0.9 0.2 -3.0
C -12.10086 -25.78717 -22.73972 0.3 -0.3 0.9
O -13.07364 -28.97700 -21.16598 -0.8 0.5 -0.3
C -14.33036 -28.34381 -21.57737 -0.2 -0.2 1.4
H -7.88336 -26.84550 -26.36645 0.1 -0.4 0.0
H -12.83033 -25.83636 -23.54815 0.6 0.7 -0.4
O -9.63294 -25.59944 -20.68415 0.7 -1.7 3.1
H -12.43922 -25.11069 -21.95487 -0.1 0.2 -0.4
H -9.84159 -24.95946 -25.65339 0.1 -0.1 0.4
H -15.12517 -28.73999 -20.94538 -0.1 -0.4 -0.2
O -8.73144 -26.70758 -25.93827 0.1 1.9 0.7
H -14.33402 -27.30095 -21.26030 0.3 0.2 -0.8
O -10.59365 -29.79539 -22.05516 0.8 0.4 0.5
C -10.14977 -26.68663 -19.99194 -0.8 1.5 0.5
H -7.81665 -21.30619 -23.00353 -0.1 -0.1 0.0
H -10.02847 -26.55154 -18.91716 0.4 0.2 0.0
C -10.73594 -30.54900 -23.24161 -0.7 0.1 0.1
C -9.30474 -21.82420 -24.16448 -0.4 0.3 -0.9
H -9.83266 -22.72997 -23.86621 0.3 -0.3 0.5
C -8.80136 -25.24551 -25.80894 0.0 -0.6 -1.5
H -9.74574 -27.68329 -20.16948 1.1 -0.7 -0.8
H -9.99181 -31.34486 -23.27275 -0.1 0.1 -0.1
H -10.08941 -21.18283 -24.56577 0.1 -0.1 -0.5
O -8.73430 -21.06698 -23.15284 0.4 0.3 1.3
H -8.55275 -24.79857 -26.77152 -0.2 0.0 -0.3
H -10.52016 -25.71876 -23.92368 0.6 -0.1 -0.1
H -15.97232 -24.88928 -22.52398 -0.1 0.4 0.3
H -8.09339 -24.73251 -25.15801 -0.2 -0.6 0.8
H -11.17430 -26.92876 -20.27447 -0.4 0.3 -0.4
O -10.69903 -25.42180 -23.02845 -1.8 -0.3 0.3
H -11.48295 -29.53001 -21.80952 -0.3 0.2 0.2
H -8.54750 -22.05752 -24.91298 -0.3 -0.1 -0.4
H -13.27071 -29.33506 -20.29733 0.3 -0.2 0.0
H -10.69720 -29.90375 -24.11926 0.4 0.0 -0.2
H -14.79177 -24.61503 -20.03351 -0.2 -0.2 0.0
H -14.60704 -28.53698 -22.61382 0.5 0.2 0.1
H -13.89142 -23.67038 -21.17264 0.0 0.2 -0.2
H -15.56909 -23.27377 -20.83936 -0.3 -0.2 -0.4
H -12.16021 -26.78796 -22.31194 0.4 -0.2 0.0
O -15.16853 -25.05731 -22.02669 0.3 0.2 0.4
H -11.75567 -30.93253 -23.20744 0.1 -0.6 -0.4
```
Positions in Å, forces in eV/Å.

Computed properties:
* F_max: 3.60 eV Å⁻¹
* charge: +1
* 2S+1: 2
* frontier orbital gap (spin up / spin down): 10.0 / 3.4 eV
* ΔE to the lowest compared entry with this formula, charge and spin: 2.343 eV
* HOMO (spin up / spin down): -12.5 / -12.5 eV

2.
# C6H13AuF6I2N3O5S2Sb

A molecular structure, C6H13AuF6I2N3O5S2Sb at a distorted geometry (ωB97M-V with the def2-TZVPD basis set, the OMol25 dataset).

Structure (XYZ):
```
39
Properties=species:S:1:pos:R:3:forces:R:3
H 3.67850 -0.30704 1.91217 0.0 0.1 0.0
H -3.54223 0.08390 -4.84009 0.0 0.0 0.0
H 2.93101 0.66907 -2.56891 0.0 0.0 0.0
F -1.76187 -0.49520 4.45003 0.0 0.0 0.0
I -3.85870 3.48700 2.82955 -0.1 -0.1 0.2
C -2.84310 0.44228 -2.93420 -0.2 0.1 0.0
C 2.08703 0.08318 -2.19890 0.1 -0.1 0.1
N -3.06044 -0.80317 -2.49960 0.1 -0.1 0.0
O -1.66919 -2.38862 -0.16479 0.1 0.2 -0.1
N -3.11429 0.73930 -4.20978 0.0 0.0 0.0
H 2.77110 2.84602 -0.04541 0.0 0.0 0.0
O -1.19683 0.94335 1.89530 0.0 -0.1 0.1
N -0.61260 -1.53809 1.95875 -0.1 0.0 -0.2
S -0.49628 -1.87903 0.44352 -0.3 -0.3 0.3
H 1.14952 0.48008 -2.58244 0.0 0.0 0.0
Sb 2.08563 0.33193 -0.11399 -0.5 0.3 -0.1
H 1.03791 2.76089 -0.46709 0.0 0.0 0.0
C 3.83602 -0.32766 0.83739 -0.1 -0.3 0.1
C 0.79420 -3.20351 0.38506 0.1 -0.1 0.0
O 1.14037 0.24937 2.12624 0.1 -0.1 -0.1
C 1.81108 2.38512 0.20047 -0.2 0.0 0.0
H -3.00762 1.69378 -4.50755 0.0 0.0 0.0
H 4.10393 -1.32567 0.50412 0.0 0.0 -0.1
H 1.55332 2.57321 1.23750 0.0 0.0 0.0
C -0.53414 -0.09729 4.22618 0.1 -0.1 0.2
Au -1.79816 1.31611 -0.19022 -0.6 0.2 -0.1
F 0.52220 -4.13630 1.25325 0.0 0.0 0.0
H -2.87348 -1.05318 -1.54280 0.0 0.1 0.0
I -2.76446 4.04592 0.49904 0.1 0.2 -0.2
F 0.34363 -0.91718 4.75845 0.0 0.0 0.0
H -3.45463 -1.51017 -3.09642 0.0 0.0 0.0
O 0.13063 -0.71804 -0.30036 1.2 -0.2 0.0
F 1.96864 -2.61702 0.69058 0.0 0.0 0.0
S -0.27202 -0.06956 2.38215 -0.1 0.4 0.1
H 2.19925 -0.96201 -2.47591 0.0 0.0 0.0
F 0.85855 -3.68361 -0.83636 0.0 0.0 -0.1
H 4.59214 0.40158 0.53762 0.0 0.0 0.0
O -2.38893 1.36562 -2.19809 0.2 -0.1 0.0
F -0.34567 1.13463 4.64555 0.0 0.0 0.0
```
Positions in Å, forces in eV/Å.

Computed properties:
* F_max: 1.18 eV Å⁻¹
* charge: +2
* frontier orbital gap: 6.1 eV
* ΔE to the lowest compared entry with this formula, charge and spin: 0.866 eV
* HOMO: -14.1 eV

3.
# C4H6N2OS

C4H6N2OS in the gas phase at a distorted geometry (ωB97M-V with the def2-TZVPD basis set, the OMol25 dataset).

Structure (XYZ):
```
14
Properties=species:S:1:pos:R:3:forces:R:3
N -0.52082 0.99205 0.05417 -0.3 -0.2 -0.8
S 0.13551 2.53750 -0.17382 -0.1 -0.1 0.1
N -1.08383 -1.00898 -0.88352 0.0 0.2 0.1
C -1.06017 0.25773 -1.00734 -0.5 0.9 -0.8
C 1.07102 -0.87570 0.37019 -0.1 0.2 0.0
H 0.00744 0.33570 2.04192 0.0 -0.5 -1.0
H 1.36392 -0.99829 -1.51953 0.0 -0.1 -0.2
H -1.47363 0.80873 -1.88927 0.5 -0.5 0.9
O 1.71716 -0.47470 -0.79528 0.0 0.1 0.2
H -0.69945 -2.15874 0.92835 0.1 0.4 -0.3
C 0.02763 0.03732 0.96689 0.3 0.3 1.2
C -0.38120 -1.28951 0.34349 0.1 -0.6 0.5
H 1.70462 -1.39189 1.07118 0.1 -0.1 0.2
H -0.80818 3.22878 0.49258 0.0 0.0 0.0
```
Positions in Å, forces in eV/Å.

Computed properties:
* F_max: 1.29 eV Å⁻¹
* frontier orbital gap: 9.5 eV
* ΔE to the lowest compared entry with this formula, charge and spin: 3.109 eV
* HOMO: -8.8 eV

4.
# C17H25I2OP2Ru

A molecular structure, C17H25I2OP2Ru at a distorted geometry (ωB97M-V with the def2-TZVPD basis set, the OMol25 dataset).

Structure (XYZ):
```
48
Properties=species:S:1:pos:R:3:forces:R:3
H 3.21434 -2.12143 0.29433 0.1 0.1 0.0
H 4.19824 0.76589 4.08313 -0.4 -0.1 0.2
H -4.25681 1.07468 0.43535 0.2 0.1 -0.2
C 3.15284 0.56576 4.33550 0.1 -0.1 1.1
C 2.39635 -0.39576 -1.86593 -0.4 0.1 -0.1
H 2.20608 0.46851 -2.51165 0.0 -0.2 0.0
H -3.24714 -0.92904 -1.99925 0.3 0.1 0.1
C -3.07269 -1.30940 0.75039 0.6 0.1 0.4
C -2.23158 -0.54511 -1.81880 0.4 0.2 0.0
C -1.91323 0.24364 4.38800 -0.6 0.5 -1.5
H -1.17258 -0.18966 6.37340 0.0 0.1 -0.4
H -2.34327 0.81771 2.33723 0.2 -0.2 0.5
H -2.63212 -2.28829 0.51510 -0.3 0.2 0.0
Ru 0.13164 0.57418 0.49697 0.1 -1.1 -0.6
H 1.61984 -1.15150 -2.02615 0.2 0.1 -0.2
C 3.41614 -1.12600 0.70469 -0.4 0.2 0.4
H 3.54246 0.23611 6.44080 -0.3 0.0 -0.2
H 4.36917 1.39253 0.40990 -0.2 0.1 -0.2
C 0.81898 0.39064 3.59973 -0.7 -0.2 0.6
H -1.49324 -1.33996 -1.98652 -0.3 0.1 -0.1
C 3.40744 1.64428 -0.05547 0.0 0.2 0.1
H -3.04507 -1.17616 1.83693 -0.1 -0.2 -0.2
H 3.21637 -1.14448 1.78140 0.1 -0.1 -0.2
I 0.22014 -2.14518 0.53196 -0.1 0.5 0.2
C 2.77929 0.28076 5.65938 1.1 0.2 -0.7
H 4.47687 -0.87236 0.56906 -0.3 -0.1 -0.2
H 3.37970 -0.82833 -2.09327 -0.2 0.2 0.1
H -2.96586 0.22095 4.67242 0.3 0.0 -0.1
H -4.11833 -1.27494 0.41051 0.4 0.0 0.0
C -0.24448 0.49629 2.63692 1.3 0.1 -0.5
H -2.90261 2.20364 0.69670 -0.2 0.0 -0.1
P 2.36349 0.14231 -0.13285 1.9 -0.1 -0.3
H 1.13531 -0.15812 6.98833 0.2 0.1 -0.3
H 2.92988 2.44462 0.52103 0.3 -0.1 -0.2
C -0.92869 0.02034 5.32704 1.3 -0.1 0.7
C -1.55791 0.54399 3.04636 -1.0 -0.2 1.2
H 2.52527 0.84454 2.31812 -0.3 0.0 0.7
C 0.64882 2.16980 1.28440 0.9 4.7 3.6
H -2.02312 0.29240 -2.49394 -0.1 -0.3 0.0
C 1.44232 0.06494 5.96282 -0.6 -0.2 0.4
P -2.11375 0.02910 -0.08961 -2.7 -0.6 -0.4
I -0.27901 2.64752 -1.21867 0.1 -0.6 -0.3
C -3.30098 1.43278 0.03073 0.3 0.1 0.3
H 3.58580 1.99984 -1.07783 0.0 0.0 0.2
C 2.18630 0.60804 3.33473 -0.3 0.0 -0.5
O 0.94603 3.15200 1.86352 -1.0 -3.8 -2.4
H -3.45544 1.86820 -0.96219 0.0 -0.1 0.1
C 0.43878 0.13443 4.97278 -0.2 0.1 -0.8
```
Positions in Å, forces in eV/Å.

Computed properties:
* F_max: 6.03 eV Å⁻¹
* charge: +3
* 2S+1: 5
* frontier orbital gap (spin up / spin down): 7.7 / 5.4 eV
* ΔE to the lowest compared entry with this formula, charge and spin: 0.000 eV
* HOMO (spin up / spin down): -18.3 / -18.8 eV

5.
# C14H11N5O4

C14H11N5O4 in the gas phase at a distorted geometry (ωB97M-V with the def2-TZVPD basis set, the OMol25 dataset).

Structure (XYZ):
```
34
Properties=species:S:1:pos:R:3:forces:R:3
C 0.44844 -2.03388 -4.45521 -0.8 -0.1 -0.3
O 2.50801 -2.80661 2.00876 -0.8 2.1 0.5
H 1.41529 -2.19809 -4.98153 -0.9 0.1 0.6
O 1.06818 3.14493 2.73542 -0.9 -1.8 0.1
C -0.12958 1.09325 2.85010 0.9 1.4 0.4
N 0.00134 2.53261 2.92251 -0.7 1.8 0.7
H -0.57581 -2.60898 1.76871 -0.4 0.6 1.2
C 0.85135 -1.08460 2.60936 -0.4 -3.2 -4.1
H -0.10831 -2.29027 -0.12051 0.0 2.9 1.2
C -0.81539 -0.52611 -1.17714 -0.1 -0.3 -0.2
H -2.26651 1.19669 3.03682 -0.1 0.3 0.2
C -0.81872 -1.40213 -2.45276 0.1 0.4 0.3
C 0.39508 -1.73177 -3.08624 0.2 0.3 -0.4
H 1.34087 -1.62972 -2.55124 -0.2 0.0 0.0
H 0.08886 0.12110 -1.31491 -1.3 -0.2 0.6
C -2.92777 -1.36261 2.46570 -1.5 -0.6 0.5
C 1.02636 0.24063 2.91023 3.0 1.5 0.7
H -0.73308 -2.23426 -6.28762 0.0 0.1 0.7
H -1.78930 -0.01113 -1.05961 0.9 -0.2 0.2
H 0.47012 -0.59546 0.50666 -1.7 -2.6 -1.6
N -3.92685 -1.93775 2.65460 1.5 0.8 -0.5
O 3.04397 -0.68644 2.89443 -1.3 -1.5 -0.8
C -0.76027 -2.04825 -5.20066 0.0 0.2 0.4
H -2.91990 -1.14968 -2.72456 -0.1 -0.1 0.0
N 2.38523 0.46196 3.15341 -2.8 0.5 -0.5
C -0.49741 -1.50571 1.81249 -0.7 -0.9 2.6
N -0.40228 -1.30292 0.31003 5.3 0.6 -3.7
C -1.43244 0.56641 2.79393 0.4 0.0 -0.5
O -1.04726 3.16998 3.18004 1.0 -0.9 -0.5
C -2.00162 -1.46594 -3.20166 0.1 0.2 -0.2
C -1.99510 -1.76344 -4.56979 0.6 -0.2 -0.2
H -2.93264 -1.71179 -5.16141 0.8 -0.1 0.5
N 2.11112 -1.68099 2.36154 -1.3 0.5 1.5
C -1.68271 -0.68916 2.32962 1.1 -1.5 0.5
```
Positions in Å, forces in eV/Å.

Computed properties:
* F_max: 6.45 eV Å⁻¹
* frontier orbital gap: 6.7 eV
* ΔE to the lowest compared entry with this formula, charge and spin: 4.295 eV
* HOMO: -7.9 eV

6.
# C5H13NO2

2 unconnected molecules or ions with the total composition C5H13NO2 at a distorted geometry (ωB97M-V with the def2-TZVPD basis set, the OMol25 dataset).

Structure (XYZ):
```
21
Properties=species:S:1:pos:R:3:forces:R:3
C 2.23295 -0.67415 -1.20163 -0.5 0.6 -0.4
N 2.50400 -0.09227 0.09315 -0.2 0.4 -0.6
O -3.04278 -0.00226 -0.50325 -0.3 0.9 0.2
H 0.86645 -0.52847 -2.87128 -0.2 -0.3 0.0
O -1.98682 -1.63518 0.54816 0.1 0.4 0.5
H -1.35956 1.44737 0.08252 -0.1 0.3 0.5
H -0.19635 1.30095 2.51679 0.0 -0.1 -0.1
H 0.06097 -0.66593 -1.24330 -0.2 -0.6 -0.5
H -3.72141 -0.68422 -0.62874 0.4 -0.2 0.1
H 2.91140 -0.22523 -1.93127 0.7 -0.7 0.2
H 1.75532 0.19480 0.69151 0.2 -0.2 0.2
H -0.09595 0.41521 0.22220 -0.1 -0.6 1.2
C -2.06052 -0.45378 0.30215 0.3 -1.6 -0.8
C -1.16032 0.87674 2.19952 2.5 -0.3 0.3
H -1.84711 1.61764 2.59156 -0.8 -0.4 -0.5
C -1.05835 0.59420 0.70807 -1.7 1.6 -1.5
C 0.88800 -0.26659 -1.81886 0.2 0.5 1.0
H 0.76112 0.81791 -1.73519 0.2 0.1 -0.2
H -1.15958 -0.10097 2.68277 -0.6 0.2 0.4
H 2.27239 -1.76390 -1.14901 0.3 -0.1 -0.4
H 3.43616 -0.17188 0.44414 -0.1 0.0 0.3
```
Positions in Å, forces in eV/Å.

Computed properties:
* F_max: 2.73 eV Å⁻¹
* frontier orbital gap: 9.5 eV
* ΔE to the lowest compared entry with this formula, charge and spin: 1.504 eV
* HOMO: -8.7 eV

7.
# C8H11N2

A gas-phase ion, C8H11N2 (charge +1) at a distorted geometry (ωB97M-V with the def2-TZVPD basis set, the OMol25 dataset).

Structure (XYZ):
```
21
Properties=species:S:1:pos:R:3:forces:R:3
H -1.02470 0.33988 -2.52104 0.1 0.0 0.2
H -1.66593 -1.30920 -2.18875 0.2 0.8 0.2
H 0.17023 -2.33962 -0.78823 0.3 1.1 1.8
H 2.06008 4.32029 -0.80937 0.8 2.1 -0.4
H 0.05186 -1.19672 -2.43337 -1.0 1.6 0.5
H 0.59261 -2.73286 1.59640 0.3 0.7 0.4
H -2.45136 -1.03666 0.26565 -1.4 -1.0 -0.2
H -1.83924 0.09693 1.40088 0.5 -0.2 -1.0
N 0.09318 -1.58715 -0.04359 -0.4 -0.5 -0.8
N 1.28282 0.55500 1.10403 -1.7 1.7 -2.0
C 1.03589 -0.55387 1.91341 -0.1 -2.4 -2.3
C 1.72854 3.42945 -0.44411 -1.9 -4.6 0.1
C 0.61025 -1.69298 1.24464 -0.1 0.5 0.8
C 0.73588 1.02450 -0.04314 -0.9 -2.4 2.4
C -0.82894 -0.58994 -1.99661 0.5 -2.3 -0.1
C 1.24098 2.30152 -0.36143 1.0 2.0 -0.5
H 1.53390 -0.46249 2.86507 -0.4 -0.5 0.2
H 1.87568 1.24020 1.49714 1.0 0.6 0.9
C -0.67266 -0.51987 -0.47866 0.9 2.5 -0.7
C -1.94678 -0.11272 0.30514 0.5 2.7 0.4
H -2.58230 0.82630 -0.08405 1.7 -2.4 0.3
```
Positions in Å, forces in eV/Å.

Computed properties:
* F_max: 4.95 eV Å⁻¹
* charge: +1
* frontier orbital gap: 7.9 eV
* ΔE to the lowest compared entry with this formula, charge and spin: 4.989 eV
* HOMO: -12.7 eV

8.
# H13O6S

7 unconnected molecules or ions with the total composition H13O6S at a distorted geometry (ωB97M-V with the def2-TZVPD basis set, the OMol25 dataset).

Structure (XYZ):
```
20
Properties=species:S:1:pos:R:3:forces:R:3
H -0.02888 1.38741 0.72729 1.1 0.5 1.1
H -0.64985 2.25894 -1.71157 0.0 -0.1 -0.3
O 1.15546 -1.31078 1.31201 -1.2 1.1 1.1
O -0.56599 1.68742 -2.49204 0.4 0.5 0.3
H 0.40358 1.58296 -2.55921 -0.3 -0.4 0.1
H 0.32443 -1.85569 -1.41682 0.0 -0.1 -0.2
H 1.43357 1.45928 0.50757 0.1 0.0 0.8
H 2.57405 -1.24975 -1.03505 0.0 0.3 0.0
H -1.89050 -0.03443 1.58532 -1.0 0.3 1.0
H -1.56510 0.46403 -1.23924 0.2 0.4 -0.1
O -0.21892 -2.45108 -0.87734 0.2 0.6 0.6
O -1.69474 0.09056 -0.35828 -0.5 1.2 0.2
H 1.33408 -0.64366 0.61232 0.8 -0.3 -0.5
H -1.19374 0.35478 2.78395 1.5 0.6 1.1
H 0.11848 -2.19532 0.01876 -0.1 -0.4 -0.4
H -1.44701 -0.80440 -0.51118 0.6 -1.8 -0.1
H 0.72192 -0.66673 1.92909 0.5 -1.1 -0.3
O 0.79384 1.68000 1.23376 -1.4 -0.6 -1.8
S 2.47019 0.09909 -1.06167 0.0 0.0 -0.6
O -2.07486 0.14737 2.55233 -0.6 -0.7 -2.1
```
Positions in Å, forces in eV/Å.

Computed properties:
* F_max: 2.39 eV Å⁻¹
* charge: -1
* frontier orbital gap: 7.8 eV
* ΔE to the lowest compared entry with this formula, charge and spin: 0.559 eV
* HOMO: -4.4 eV